Entry 1:
The following is a quantum chemistry calculation of 15 unconnected molecules or ions with the total composition C19H61BrClN2O14S in a non-equilibrium geometry, from OMol25.

Structure (XYZ):
```
99
Properties=species:S:1:pos:R:3:mulliken_charge:R:1
C 1.819 -4.716 -0.145 -1.274
C 1.222 -3.171 0.090 1.035
C -0.404 -3.056 0.130 -0.519
S -1.646 -4.459 -0.005 -0.019
C -0.870 -1.455 0.316 0.453
C 0.460 -0.514 0.400 0.123
Cl 0.072 1.335 0.551 -0.108
N 1.901 -0.816 0.382 -0.442
N 2.267 -2.116 0.231 0.196
Br 4.144 -2.475 0.208 0.225
H 1.006 -5.469 -0.521 0.283
H 2.224 -5.164 0.885 0.374
H 2.678 -4.731 -0.974 0.383
H -2.710 -4.057 0.846 0.231
H -1.989 -1.103 0.348 0.059
C -0.196 -3.610 -4.069 -0.601
O 0.208 -4.232 -2.863 -0.436
H 0.456 -3.946 -4.878 0.277
H -1.228 -3.889 -4.296 0.280
H -0.115 -2.525 -3.965 0.240
H -0.388 -3.915 -2.164 0.284
C -3.900 -0.539 2.964 -0.733
O -3.524 -0.538 1.599 -0.473
H -3.990 -1.572 3.307 0.253
H -3.135 -0.027 3.553 0.246
H -4.862 -0.034 3.078 0.359
H -3.452 0.391 1.322 0.250
C -2.583 -0.245 -4.730 -0.452
O -1.887 -1.314 -5.342 -0.516
H -3.129 -0.626 -3.864 0.117
H -1.870 0.516 -4.402 0.234
H -3.290 0.187 -5.443 0.321
H -1.412 -0.946 -6.107 0.291
C 7.477 -0.330 2.173 -0.414
O 6.825 -1.210 3.071 -0.492
H 8.208 0.264 2.727 0.199
H 7.991 -0.910 1.402 0.227
H 6.742 0.335 1.715 0.238
H 6.183 -1.723 2.552 0.226
C -7.228 -1.143 1.211 -0.300
O -7.472 -1.480 2.564 -0.538
H -8.012 -0.464 0.867 0.179
H -6.258 -0.648 1.126 0.139
H -7.241 -2.049 0.601 0.251
H -6.761 -2.082 2.841 0.280
C 0.266 -0.521 4.416 -0.364
O 0.963 -1.591 3.804 -0.479
H -0.280 -0.902 5.282 0.253
H 0.980 0.239 4.744 0.303
H -0.441 -0.090 3.703 0.040
H 1.438 -1.222 3.039 0.278
C 4.234 2.342 -1.256 -0.542
O 4.164 1.145 -0.504 -0.389
H 5.130 2.894 -0.963 0.213
H 4.288 2.102 -2.321 0.271
H 3.350 2.953 -1.054 0.230
H 3.360 0.677 -0.785 0.216
C -8.076 -1.708 -2.705 -0.587
O -7.326 -0.685 -2.077 -0.414
H -8.160 -2.557 -2.022 0.199
H -9.075 -1.334 -2.943 0.292
H -7.568 -2.026 -3.618 0.263
H -7.268 0.055 -2.706 0.268
C 11.221 -0.436 3.010 -0.609
O 10.481 0.028 1.896 -0.517
H 10.859 -1.429 3.289 0.264
H 12.279 -0.498 2.746 0.293
H 11.083 0.248 3.851 0.278
H 10.824 0.910 1.672 0.288
C -3.936 1.336 -1.688 -0.828
O -2.559 1.359 -2.016 -0.331
H -4.497 1.852 -2.471 0.346
H -4.278 0.300 -1.620 0.362
H -4.094 1.846 -0.734 0.302
H -2.088 0.895 -1.303 0.150
C -1.722 5.026 -2.774 -0.693
O -0.455 4.539 -2.373 -0.479
H -1.656 6.106 -2.926 0.298
H -2.018 4.546 -3.710 0.303
H -2.458 4.814 -1.995 0.271
H -0.544 3.580 -2.246 0.296
C 11.478 0.050 7.075 -0.545
O 12.221 -0.045 5.874 -0.473
H 10.824 0.924 7.020 0.222
H 10.871 -0.850 7.201 0.261
H 12.162 0.162 7.920 0.261
H 12.792 -0.829 5.952 0.287
C 0.121 5.476 -5.524 -0.348
O -0.619 5.940 -6.639 -0.523
H -0.241 4.483 -5.246 0.086
H 1.179 5.414 -5.789 0.311
H -0.017 6.160 -4.684 0.184
H -0.276 6.822 -6.863 0.300
C -10.122 2.219 1.858 -0.524
O -8.855 1.732 2.259 -0.464
H -10.056 3.298 1.706 0.215
H -10.418 1.739 0.921 0.229
H -10.858 2.007 2.636 0.263
H -8.944 0.772 2.386 0.275
```

Calculated values
charge	+1
2S+1	1
molar mass	689.1	g/mol
HOMO energy	-11.27	eV
max |F|	6.389	eV Å⁻¹

Entry 2:
The following is a quantum chemistry calculation of 13 unconnected molecules or ions with the total composition C19H64N6O13 in a non-equilibrium geometry, from OMol25.

Structure (XYZ):
```
102
Properties=species:S:1:pos:R:3:mulliken_charge:R:1
C -2.402 -0.229 2.251 0.418
C -2.252 -1.608 2.918 -0.385
O -1.416 -2.450 2.191 -0.449
H -2.912 -0.437 1.310 -0.320
H -1.479 0.216 1.897 -0.589
H -2.973 0.546 2.814 0.546
H -3.189 -2.070 3.265 0.462
H -1.783 -1.461 3.885 0.042
H -0.530 -2.127 2.079 0.164
C 1.278 5.565 -1.456 -1.228
C 1.215 4.228 -2.142 -0.383
O 1.458 3.205 -1.159 -0.429
H 2.179 5.812 -0.881 0.358
H 0.395 5.842 -0.878 0.161
H 1.441 6.235 -2.265 0.466
H 1.937 4.098 -2.975 0.503
H 0.257 4.141 -2.700 0.303
H 2.395 3.347 -0.835 0.250
C 3.304 -1.187 -0.066 -0.624
C 3.735 -0.603 1.241 0.128
O 5.146 -0.530 1.315 -0.620
H 2.318 -1.511 0.016 -0.498
H 3.913 -1.933 -0.495 0.772
H 3.313 -0.371 -0.829 0.458
H 3.383 -1.161 2.124 0.133
H 3.294 0.346 1.300 -0.092
H 5.524 -0.352 2.180 0.344
C 1.216 2.449 1.946 0.064
C 1.156 3.970 1.839 0.039
O 1.039 4.601 3.108 -0.555
H 1.441 1.992 1.033 -0.509
H 0.297 2.061 2.271 0.070
H 2.006 2.218 2.695 0.495
H 0.205 4.223 1.309 -0.062
H 2.020 4.367 1.259 0.132
H 1.846 4.263 3.555 0.391
C 0.373 0.140 4.347 -0.601
C 0.666 -1.120 5.091 -0.394
O -0.028 -0.925 6.263 -0.544
H 1.024 0.924 4.676 0.653
H -0.644 0.512 4.332 0.420
H 0.761 0.037 3.309 -0.334
H 1.726 -1.109 5.254 0.391
H 0.349 -2.031 4.468 0.117
H -0.030 -1.763 6.718 0.337
C -4.000 -0.695 -1.316 -0.423
C -4.575 0.454 -2.080 -0.527
O -3.897 0.695 -3.291 -0.601
H -4.612 -0.691 -0.456 0.599
H -2.961 -0.465 -0.961 -0.247
H -4.154 -1.666 -1.815 0.417
H -4.411 1.378 -1.542 0.048
H -5.611 0.430 -2.207 0.469
H -3.257 1.378 -3.096 0.273
C 1.602 -3.491 -2.487 0.212
O 0.731 -2.891 -1.676 0.010
N 1.232 -4.147 -3.539 -0.433
N 2.878 -3.467 -2.186 -0.329
H 0.230 -4.086 -3.782 0.300
H 1.930 -4.528 -4.195 0.191
H 2.954 -3.139 -1.208 -0.041
H 3.713 -4.061 -2.543 0.241
C 1.441 -3.559 1.547 0.107
O 1.212 -2.417 2.178 -0.491
N 2.585 -3.937 1.160 -0.395
N 0.507 -4.385 1.253 -0.196
H 3.276 -3.262 1.415 0.281
H 2.693 -4.696 0.424 0.246
H -0.417 -4.302 1.625 0.275
H 0.618 -5.240 0.692 0.190
C -2.822 3.921 -0.110 0.316
O -3.877 4.660 0.307 -0.801
N -2.765 2.619 -0.040 0.158
N -1.717 4.472 -0.543 -0.024
H -3.623 2.180 0.425 0.311
H -1.885 2.044 -0.191 0.246
H -1.636 5.485 -0.414 0.244
H -0.847 3.988 -0.692 -0.274
C 1.060 1.537 -4.065 -0.855
O 1.850 1.237 -2.930 -0.545
H -0.017 1.687 -3.984 0.232
H 1.096 0.603 -4.642 0.345
H 1.455 2.326 -4.714 0.358
H 1.838 2.036 -2.358 0.389
C -1.189 -0.953 -3.176 0.584
O -2.292 -1.581 -3.847 -0.677
H -1.435 0.068 -2.814 -0.326
H -0.241 -0.915 -3.772 0.180
H -0.965 -1.378 -2.151 -0.466
H -3.026 -0.953 -3.880 0.451
C -2.123 -3.739 -0.688 0.128
O -1.829 -4.906 -1.372 -0.519
H -2.371 -2.902 -1.296 -0.264
H -1.252 -3.260 -0.220 0.041
H -2.870 -3.977 0.099 0.334
H -1.546 -5.523 -0.706 0.351
C 0.058 -0.032 -0.161 -1.030
O -0.571 1.121 -0.569 1.204
H -0.632 -0.831 0.035 -0.160
H 0.592 0.128 0.785 -0.327
H 0.735 -0.375 -0.893 1.045
H 0.173 1.643 -0.914 -0.830
```

Calculated values
charge	0
2S+1	1
molar mass	584.8	g/mol
HOMO energy	-8.86	eV
energy relative to the best compared isomer or geometry (same formula, charge and spin)	20.57	kcal per mole
max |F|	7.183	eV Å⁻¹

> The lowest molar mass belongs to which entry?

C19H64N6O13

> Look up the molar mass of the first one.

689.1 g/mol

> Which formula does entry 2 have?

C19H64N6O13

> What is the formula in the second record?

C19H64N6O13